[1]
The following is a quantum chemistry calculation of C8H10N2O in the gas phase at a distorted geometry, from OMol25.

The geometry in XYZ format:
```
21
Properties=species:S:1:pos:R:3:mulliken_charge:R:1
C 0.10159 -1.79728 1.01701 0.26
C -0.18589 -2.21806 -0.43384 -0.79
C -0.33083 0.04297 -1.09832 0.59
C -0.64252 1.11794 -2.00216 -0.71
C -0.59140 2.46166 -1.56295 -0.16
C -0.34592 2.80510 -0.20205 -0.81
C 0.04113 1.81786 0.61831 0.17
C 0.83319 -0.39494 1.11977 -0.85
H 0.93995 -2.49276 2.53490 0.34
H -0.88162 -1.61185 1.57603 0.20
H 0.59559 -2.81024 -0.82442 0.41
H -1.02727 -2.92642 -0.46360 0.31
H -0.99336 0.84877 -2.98616 0.40
H -0.80222 3.11952 -2.33117 0.44
H -0.20642 3.84277 0.09615 0.33
H 0.26692 2.06597 1.64191 0.24
H 1.87044 -0.46922 0.74665 0.25
H 0.87119 0.08289 2.09067 0.48
N -0.47292 -1.21733 -1.35597 -0.68
N 0.10530 0.53647 0.20210 0.12
O 0.85505 -2.80382 1.61714 -0.54
```

- E_tot (eV) = -13484.4342
- highest occupied orbital energy (eV) = -7.432
- energy relative to the best compared isomer or geometry (same formula, charge and spin) (kcal per mole) = 43.8

[2]
The following is a quantum chemistry calculation of C8H10N2O2 in the gas phase at a distorted geometry, from OMol25.

The geometry in XYZ format:
```
22
Properties=species:S:1:pos:R:3:mulliken_charge:R:1
C 2.44823 2.37910 1.56102 -0.92
C 0.65782 0.93324 0.81785 0.83
C 1.24415 0.92640 -0.42474 -0.16
C 0.66875 0.55375 -1.59962 -0.75
C -0.45354 -0.35759 -1.53125 -0.10
C -0.85685 -0.64122 -0.18774 0.59
C -0.36280 0.02130 1.06425 -1.36
C -2.06856 -1.53474 0.16509 0.18
H 3.21400 1.62034 1.29969 0.35
H 2.37892 2.96170 2.55138 0.25
H 2.26013 3.21193 0.85420 0.41
H 2.16248 1.60587 -0.53664 0.24
H 1.31657 0.53952 -2.48829 0.29
H -0.51337 -0.83738 -2.54504 0.27
H -0.80686 -0.14758 1.92781 0.75
H -2.69728 -0.34095 1.48670 0.29
H -2.87907 -3.23926 -0.76060 0.33
H -0.59689 -3.03626 -1.99955 0.33
N -2.90445 -1.20220 1.04060 -0.77
N -1.93048 -2.71512 -0.51713 -0.23
O 1.09846 1.89052 1.75984 -0.38
O -1.37934 -2.59135 -1.93786 -0.45
```

- E_tot (eV) = -15527.6243
- highest occupied orbital energy (eV) = -8.783
- energy relative to the best compared isomer or geometry (same formula, charge and spin) (kcal per mole) = 147.2

[3]
The following is a quantum chemistry calculation of C8H10N2O3 in the gas phase at a distorted geometry, from OMol25.

The geometry in XYZ format:
```
23
Properties=species:S:1:pos:R:3:mulliken_charge:R:1
C -2.32772 2.42308 0.71326 -0.75
C -1.45977 0.29457 -0.13603 0.79
C -0.10069 0.62986 -0.50116 -0.91
C 0.85042 -0.31596 -0.37756 0.59
C 0.56619 -1.65170 -0.03983 -0.51
C -0.74916 -2.04652 -0.09020 -0.52
C -1.73702 -1.16673 -0.07789 0.39
C 2.22922 0.39603 -0.61559 0.18
H -3.29583 2.91430 0.71862 0.25
H -1.45024 2.98524 0.31304 0.28
H -1.84946 2.31050 1.69144 0.36
H 0.16590 1.64326 -0.58671 0.35
H 1.25092 -2.44195 -0.36101 0.29
H -1.11657 -3.05057 0.04550 0.39
H -3.61038 -0.67343 0.23613 0.39
H 3.88462 0.99274 0.16265 0.25
H 2.98170 0.13437 2.40668 0.26
H 3.51794 -1.25815 1.61696 0.23
N 3.09208 0.41268 0.45801 -0.15
N 2.79257 -0.49663 1.52551 -0.49
O -2.55507 1.11646 0.09224 -0.45
O -3.02897 -1.47281 -0.17857 -0.62
O 2.42155 1.06329 -1.58593 -0.60
```

- E_tot (eV) = -17577.5600
- highest occupied orbital energy (eV) = -7.876
- energy relative to the best compared isomer or geometry (same formula, charge and spin) (kcal per mole) = 92.4

> Among the records above, which one has the lowest energy relative to the best compared isomer or geometry (same formula, charge and spin)?

C8H10N2O

Repeat the first record exactly.
The following is a quantum chemistry calculation of C8H10N2O in the gas phase at a distorted geometry, from OMol25.

The geometry in XYZ format:
```
21
Properties=species:S:1:pos:R:3:mulliken_charge:R:1
C 0.10159 -1.79728 1.01701 0.26
C -0.18589 -2.21806 -0.43384 -0.79
C -0.33083 0.04297 -1.09832 0.59
C -0.64252 1.11794 -2.00216 -0.71
C -0.59140 2.46166 -1.56295 -0.16
C -0.34592 2.80510 -0.20205 -0.81
C 0.04113 1.81786 0.61831 0.17
C 0.83319 -0.39494 1.11977 -0.85
H 0.93995 -2.49276 2.53490 0.34
H -0.88162 -1.61185 1.57603 0.20
H 0.59559 -2.81024 -0.82442 0.41
H -1.02727 -2.92642 -0.46360 0.31
H -0.99336 0.84877 -2.98616 0.40
H -0.80222 3.11952 -2.33117 0.44
H -0.20642 3.84277 0.09615 0.33
H 0.26692 2.06597 1.64191 0.24
H 1.87044 -0.46922 0.74665 0.25
H 0.87119 0.08289 2.09067 0.48
N -0.47292 -1.21733 -1.35597 -0.68
N 0.10530 0.53647 0.20210 0.12
O 0.85505 -2.80382 1.61714 -0.54
```

- E_tot (eV) = -13484.4342
- highest occupied orbital energy (eV) = -7.432
- energy relative to the best compared isomer or geometry (same formula, charge and spin) (kcal per mole) = 43.8